The following is a quantum chemistry calculation of a molecular structure, C18H27FeN2O5P2S in a non-equilibrium geometry, from the OMol25 dataset.

Computed properties:
Multiplicity: 6
DFT total energy in eV: -96105.257
Lowest unoccupied orbital energy (alpha / beta) in eV: -6.89 / -8.39
Total charge: +2

Each line ends with the Mulliken spin population.
CARTESIAN COORDINATES (ANGSTROEM)
Fe -0.2420 -0.2075 0.0550  3.75
S 0.5283 -1.8620 2.5364  -0.01
P -0.8738 -1.8993 -1.3272  0.05
P 0.2137 1.7748 1.0686  0.08
O -2.8554 -0.8983 1.5183  -0.02
O 2.8951 -0.5477 -0.1264  0.02
O -3.6270 1.5372 1.6947  0.01
O 0.0718 -0.8721 3.4955  0.00
O -0.4004 -2.9139 2.1692  0.00
N 1.0473 -1.0743 1.1071  0.01
N -0.8126 0.9463 -1.4373  0.12
C -2.6330 -2.3369 -1.4465  0.02
C 2.6148 -3.0519 4.0006  0.00
C 2.1884 -2.3631 2.8675  0.01
C -0.6526 -1.0124 -2.9036  -0.01
C -0.9087 0.4719 -2.7014  0.04
C 0.0110 -3.4693 -1.3828  0.01
C 0.1606 2.0572 2.8462  0.01
C -1.2200 2.2514 -1.1547  -0.04
C 2.4256 -1.1466 0.8529  0.04
C 1.7506 2.5189 0.4319  0.06
C 4.4562 -2.2166 2.0308  0.00
C 3.0909 -1.9208 1.9142  0.01
C -1.6388 3.0917 -2.2132  0.16
C -1.5496 2.6414 -3.5176  -0.03
C 3.9871 -3.3121 4.1347  0.00
C -1.0786 2.6127 0.2020  0.59
C -1.1861 1.3222 -3.7654  0.14
C 4.9061 -2.9174 3.1451  0.00
H 5.9693 -3.1332 3.2398  0.00
H -2.8145 1.9179 1.3550  0.02
H 0.3789 -1.2137 -3.2401  0.00
H -2.7008 -1.2443 2.4957  0.00
H -1.4548 3.5737 0.5211  -0.02
H -1.8021 3.2918 -4.3476  0.00
H 1.7442 2.4665 -0.6675  -0.01
H -3.2007 -1.4883 -1.8416  0.00
H 1.0496 -3.2967 -1.6911  0.00
H -3.3685 -0.0204 1.5683  0.00
H -2.7329 -3.1964 -2.1196  0.00
H 1.8598 -3.3545 4.7318  0.00
H -2.0147 4.0932 -1.9990  0.00
H 4.3457 -3.8350 5.0212  0.00
H 0.0125 -3.9269 -0.3839  0.00
H -4.3458 1.9831 1.2000  0.00
H 5.0855 -1.8639 1.2248  0.00
H -1.3364 -1.4573 -3.6458  0.00
H -0.8703 1.9451 3.1982  0.00
H -1.7511 -0.5349 1.0648  -0.05
H 2.6504 2.0063 0.7960  0.01
H -3.0182 -2.6229 -0.4622  0.00
H -1.1187 0.9451 -4.7732  0.00
H 0.5159 3.0697 3.0747  0.01
H 1.7643 3.5760 0.7417  0.00
H 0.7888 1.3185 3.3560  0.00
H -0.4784 -4.1568 -2.0875  0.00


The following is a quantum chemistry calculation of a molecular structure, C18H27IrO in a non-equilibrium geometry, from the OMol25 dataset.

Computed properties:
Multiplicity: 6
DFT total energy in eV: -23974.592
Lowest unoccupied orbital energy (alpha / beta) in eV: -2.08 / -6.79
Total charge: +1

Each line ends with the Mulliken spin population.
CARTESIAN COORDINATES (ANGSTROEM)
Ir 0.5944 -0.9798 -0.0233  2.58
O -0.3595 0.5613 2.9985  0.00
C 2.7573 -1.1590 0.0236  0.06
C -1.5566 -1.1672 0.5867  0.15
C -0.6291 -2.1918 -1.2866  0.10
C 2.3144 -0.4784 -1.1707  0.11
C -0.8283 -2.3243 1.0276  0.14
C 2.3959 -0.3532 1.1536  0.18
C -1.7855 1.5433 4.6971  0.00
C -1.4614 -1.0965 -0.8384  0.13
C 0.4839 1.2923 3.9230  0.00
C -0.3256 1.5817 5.1917  0.00
C 0.4384 1.6680 -3.8816  0.03
C 1.7319 0.8246 0.6712  0.15
C 1.7168 0.7736 -0.7603  0.14
C 0.6825 -0.7732 -4.5204  0.02
C -1.7393 0.7175 3.4061  0.01
C -1.5990 0.1746 -3.9495  0.03
C -0.2754 -2.9685 -0.1275  0.06
C -0.1376 0.3193 -3.9864  0.74
H 0.3259 -3.8722 -0.1421  0.01
H -2.0494 0.3448 -4.9433  0.04
H 3.2566 -2.1261 0.0457  0.01
H 0.2967 -1.7598 -4.2318  0.00
H -2.2655 1.2060 2.5722  0.00
H -2.0525 0.9082 -3.2704  0.01
H 2.4173 -0.8438 -2.1890  0.01
H 0.4335 2.1833 -4.8584  0.04
H 0.6973 -0.7539 -5.6252  0.04
H 1.4814 1.6444 -3.5452  0.01
H 1.3069 1.6012 1.2991  0.03
H -2.0698 -0.4654 1.2335  0.05
H -1.9054 -0.8300 -3.6365  0.01
H 1.2826 1.5151 -1.4246  0.01
H -0.0641 2.5502 5.6207  0.00
H -0.1403 2.2962 -3.1910  0.01
H -0.3324 -2.4022 -2.3097  0.04
H 1.4018 0.7049 4.0660  0.00
H -1.8895 -0.3234 -1.4692  0.02
H 2.5940 -0.6012 2.1937  0.02
H 1.7277 -0.7001 -4.1931  0.01
H -2.1861 -0.2792 3.5561  0.00
H -2.1274 2.5524 4.4440  0.00
H -0.7112 -2.6550 2.0556  0.02
H -0.1493 0.7888 5.9265  0.00
H 0.7641 2.2532 3.4523  0.00
H -2.4611 1.0991 5.4295  0.00


The following is a quantum chemistry calculation of a single C18H27N3O4 molecule, from the OMol25 dataset.

Computed properties:
SMILES: CCCOC(=O)c1ccc(NC(=O)C(=O)NCCN(CC)CC)cc1
DFT total energy in eV: -31766.113
Lowest unoccupied orbital energy in eV: 0.23
Total charge: 0

Each line ends with the Mulliken charge.
CARTESIAN COORDINATES (ANGSTROEM)
O -0.6038 3.4921 5.1227  -0.64
O -2.6302 3.3141 4.1678  -0.30
O -0.8443 0.6818 -2.0493  -0.71
O 2.6074 0.3280 -2.4351  -0.75
N 0.9226 -0.1176 -3.9111  -0.04
N 1.3839 -2.8822 -3.7112  0.44
N 0.8992 1.1462 -0.6096  -0.05
C -3.2381 3.8161 5.3548  -0.66
C 1.3538 -2.2597 -5.0193  -0.85
C 1.1502 1.9973 1.6089  -0.41
C -4.1723 3.2456 7.6188  -1.27
C 2.7146 -3.0302 -3.1450  -0.64
C -3.4556 2.7116 6.3864  -0.19
C -1.0671 1.7877 0.6781  -0.74
C 0.6128 2.4944 2.7750  -0.93
C 1.6964 -0.7635 -4.9380  -1.00
C 0.5490 -4.0696 -3.6293  -0.47
C 1.4263 0.2753 -2.7418  0.39
C -1.5993 2.2875 1.8487  -0.64
C 0.3364 0.7288 -1.7610  0.70
C -1.2953 3.1871 4.1799  0.69
C -0.7673 2.6462 2.9068  0.08
C 0.3137 1.6401 0.5494  1.01
C 3.6392 -4.0457 -3.8269  -1.22
C 0.2930 -4.4991 -2.1886  -1.30
H 1.9173 1.0777 -0.6261  0.16
H 2.0293 -2.7330 -5.7504  0.25
H -2.4834 2.3045 6.6698  0.30
H -0.5176 -5.2233 -2.1656  0.42
H 0.9642 -4.9176 -4.2003  0.34
H -3.5881 4.0348 8.0859  0.33
H -4.3169 2.4493 8.3442  0.36
H 4.6035 -4.0435 -3.3261  0.44
H 3.1905 -2.0485 -3.1547  0.22
H 1.2447 2.7759 3.6035  0.46
H -4.1910 4.2421 5.0323  0.37
H 1.4907 -0.2949 -5.9051  0.41
H 2.2193 1.8811 1.5053  0.38
H -5.1462 3.6499 7.3516  0.33
H 3.7996 -3.7943 -4.8729  0.27
H 0.3349 -2.3521 -5.4063  0.52
H -1.7079 1.5094 -0.1423  0.49
H 0.0080 -3.6357 -1.5929  0.30
H 3.2275 -5.0507 -3.7703  0.28
H 2.7472 -0.6090 -4.6875  0.40
H -0.4135 -3.8131 -4.0821  0.40
H -4.0404 1.9108 5.9285  0.29
H -2.6665 2.4039 1.9507  0.44
H 2.5907 -3.3093 -2.0971  0.44
H -2.6030 4.6023 5.7774  0.36
H 1.1703 -4.9603 -1.7437  0.30
H -0.0883 -0.1688 -3.9567  0.25


The following is a quantum chemistry calculation of 2 unconnected molecules or ions with the total composition C18H27N4 in a non-equilibrium geometry, from the OMol25 dataset.

Computed properties:
DFT total energy in eV: -25058.874
Lowest unoccupied orbital energy in eV: -3.93
Total charge: +1

Each line ends with the Mulliken charge.
CARTESIAN COORDINATES (ANGSTROEM)
N -0.0675 3.0559 -0.4027  -0.33
N 0.3334 4.9827 0.9562  -0.11
N -0.0410 5.3109 -1.1868  0.16
N -0.9058 -0.2140 2.4986  0.25
C 1.4962 -0.2993 2.1000  0.22
C -1.9630 -2.4401 2.6990  -0.45
C -0.9970 -1.4385 3.3229  -0.86
C -3.2273 -0.4810 1.6757  -0.60
C 0.0637 4.3384 -0.2270  0.22
C -0.3443 2.6632 -1.7905  -0.73
C 1.6572 -1.6703 1.7547  -0.32
C -3.3278 -1.7971 2.4512  -0.75
C -2.1947 0.4650 2.2790  -0.67
C 4.0040 -1.5450 2.3289  -0.42
C -0.2734 5.0444 -2.5788  -0.54
C 2.6353 0.4442 2.4951  -0.42
C 0.3516 6.4119 0.8247  -0.51
C 0.2062 0.3428 2.0677  0.20
C 2.8981 -2.2868 1.8935  -0.56
C 3.8722 -0.1801 2.6222  -0.63
C -0.0206 6.6356 -0.6360  -0.64
C 0.1877 3.6206 -2.8440  -0.73
H -0.3799 6.8705 1.4938  0.30
H -0.1213 3.3203 -3.8492  0.37
H -3.9736 -2.4978 1.9134  0.35
H -2.0596 -3.3067 3.3642  0.38
H -1.3399 5.1572 -2.8341  0.27
H -0.0144 -1.8887 3.4837  0.52
H 1.3425 6.8269 1.0344  0.30
H -1.3992 -1.1452 4.3064  0.40
H 4.7373 0.3962 2.9513  0.39
H 4.9753 -2.0311 2.4309  0.40
H -1.5462 -2.8179 1.7563  0.22
H 0.1319 1.3743 1.6908  0.38
H -2.9659 -0.6851 0.6301  0.31
H 2.9985 -3.3475 1.6597  0.40
H 1.2829 3.5936 -2.8252  0.30
H -1.0067 7.1162 -0.7073  0.26
H 0.4317 4.4690 1.8206  0.14
H -2.0123 1.3272 1.6292  0.36
H 0.7080 7.2588 -1.1644  0.33
H -1.4325 2.5573 -1.9519  0.28
H 0.8020 -2.2332 1.3728  0.50
H -4.1965 0.0283 1.6658  0.34
H -2.5611 0.8225 3.2532  0.28
H 2.5024 1.5037 2.7209  0.42
H -3.7994 -1.5980 3.4215  0.32
H 0.2927 5.7693 -3.1739  0.34
H 0.1116 1.6758 -1.9265  0.36